1.
Density functional theory data (ωB97M-V/def2-TZVPD) for 7 unconnected molecules or ions with the total composition C43H60O16.

Structure (XYZ):
```
119
Properties=species:S:1:pos:R:3
C 3.496 -2.968 -1.286
O 2.234 -2.486 -1.795
C 1.095 -3.178 -1.234
C 0.005 -2.149 -0.593
C 0.674 -0.908 0.166
C -0.380 0.328 0.189
C 0.324 1.532 1.042
C 0.147 2.925 0.244
C 1.548 3.638 -0.143
C 2.486 2.700 -1.050
C 3.861 2.260 -0.376
C 4.160 2.350 1.012
C 5.577 1.851 1.605
O 6.122 2.418 2.583
C 6.222 0.605 0.813
C 7.096 -0.428 1.555
C 7.712 -1.602 0.742
O 8.503 -2.567 1.468
C 7.448 -1.705 -0.794
C 6.548 -0.657 -1.543
C 5.922 0.505 -0.713
C 4.984 1.619 -1.345
O 5.142 1.977 -2.547
H 4.077 -3.524 -2.117
H 4.136 -2.028 -1.059
H 3.435 -3.549 -0.307
H 0.530 -3.737 -2.074
H 1.339 -3.964 -0.448
H -0.625 -1.773 -1.485
H -0.656 -2.743 0.145
H 0.976 -1.119 1.250
H 1.616 -0.492 -0.356
H -1.393 0.038 0.621
H -0.506 0.667 -0.896
H -0.305 1.630 2.004
H 1.399 1.291 1.349
H -0.400 3.674 0.927
H -0.482 2.836 -0.712
H 1.257 4.562 -0.777
H 2.039 4.052 0.799
H 2.737 3.267 -2.019
H 1.874 1.754 -1.312
H 3.417 2.768 1.762
H 7.250 -0.274 2.679
H 7.901 -3.343 1.540
H 7.921 -2.593 -1.326
H 6.390 -0.780 -2.662
O -0.259 -5.408 -0.644
C -0.335 -6.080 0.354
C -0.219 -7.578 0.417
C -0.775 -7.882 1.792
C -0.440 -6.627 2.565
O -0.500 -5.566 1.605
H 0.834 -7.858 0.333
H -0.808 -8.051 -0.367
H -0.363 -8.787 2.242
H -1.861 -8.001 1.731
H 0.568 -6.657 2.989
H -1.155 -6.437 3.367
O -2.717 2.123 0.788
C -3.628 1.391 1.086
C -4.738 1.719 2.048
C -5.329 0.353 2.327
C -5.044 -0.393 1.044
O -3.814 0.153 0.555
H -5.454 2.380 1.554
H -4.348 2.182 2.954
H -6.389 0.378 2.584
H -4.791 -0.117 3.156
H -5.821 -0.235 0.290
H -4.929 -1.465 1.212
O -4.991 5.387 2.457
C -4.421 5.818 1.484
C -3.241 5.179 0.804
C -2.721 6.310 -0.058
C -3.973 7.105 -0.342
O -4.794 6.945 0.822
H -3.590 4.336 0.204
H -2.498 4.853 1.531
H -2.210 5.973 -0.962
H -2.018 6.918 0.520
H -4.521 6.724 -1.209
H -3.759 8.164 -0.497
O -0.630 8.970 4.422
C -1.544 8.248 4.728
C -2.650 8.590 5.689
C -3.250 7.231 5.981
C -2.974 6.472 4.705
O -1.740 7.006 4.208
H -3.363 9.252 5.191
H -2.256 9.058 6.591
H -4.310 7.265 6.241
H -2.714 6.765 6.814
H -3.750 6.629 3.952
H -2.865 5.400 4.882
O -1.208 -10.428 -0.876
C -2.237 -10.224 -1.468
C -3.489 -11.052 -1.366
C -4.274 -10.590 -2.575
C -3.798 -9.167 -2.749
O -2.437 -9.168 -2.301
H -4.000 -10.811 -0.431
H -3.261 -12.116 -1.417
H -5.356 -10.670 -2.452
H -3.989 -11.186 -3.447
H -4.365 -8.460 -2.136
H -3.841 -8.845 -3.790
O 0.450 3.289 -6.817
C 1.513 2.937 -6.374
C 2.858 3.472 -6.787
C 3.802 2.430 -6.224
C 3.042 1.917 -5.024
O 1.657 2.016 -5.383
H 3.010 4.450 -6.325
H 2.936 3.541 -7.872
H 4.789 2.822 -5.973
H 3.934 1.623 -6.952
H 3.215 2.525 -4.132
H 3.289 0.879 -4.797
```

Computed properties:
* HOMO: -8.818 eV
* Kohn-Sham gap: 0.287 hartree
* multiplicity: 1
* structure (SMILES): COCCCCCCCCC1=CC(=O)c2cc(O)ccc2C1=O.O=C1CCCO1.O=C1CCCO1.O=C1CCCO1.O=C1CCCO1.O=C1CCCO1.O=C1CCCO1
* LUMO: -1.0 eV

2.
Density functional theory data (ωB97M-V/def2-TZVPD) for 2 unconnected molecules or ions with the total composition C6H15N.

Structure (XYZ):
```
22
Properties=species:S:1:pos:R:3
C -0.502 0.762 -0.438
C -2.208 0.181 0.639
C -2.999 -0.509 -0.592
C -0.664 -0.049 0.758
N 2.091 0.481 -0.123
C 2.341 -0.179 1.118
C 2.061 -0.319 -1.321
H -0.351 1.835 -0.406
H -0.214 0.291 -1.370
H -2.709 -0.313 1.514
H -2.656 1.179 0.687
H -3.680 0.195 -1.116
H -2.285 -0.925 -1.284
H -3.683 -1.237 -0.169
H -0.482 0.256 1.791
H -0.290 -1.101 0.684
H 1.524 -0.809 1.499
H 2.674 0.610 1.801
H 3.180 -0.918 1.072
H 1.753 0.335 -2.188
H 1.331 -1.142 -1.309
H 3.082 -0.660 -1.608
```

Computed properties:
* HOMO: -6.875 eV
* Kohn-Sham gap: 0.232 hartree
* multiplicity: 1
* relative energy (zero: lowest compared OMol25 entry of this formula, charge and spin): 625.6 kJ/mol
* LUMO: -0.6 eV

3.
Density functional theory data (ωB97M-V/def2-TZVPD) for a molecular structure, C4H6O2Rb.

Structure (XYZ):
```
13
Properties=species:S:1:pos:R:3
O 1.879 -1.018 -1.386
C 0.557 -0.821 -1.105
C 0.045 0.148 -0.357
C -1.174 0.522 0.338
C -1.103 1.585 1.479
O -0.600 2.790 1.109
Rb 1.397 3.486 -0.418
H 2.390 -0.241 -1.129
H -0.082 -1.516 -1.667
H -1.705 -0.376 0.693
H -1.591 1.026 -0.632
H -0.571 1.088 2.329
H -2.158 1.659 1.843
```

Computed properties:
* HOMO (spin up / spin down): -6.892 / -6.903 eV
* Kohn-Sham gap (spin up / spin down): 0.226 / 0.220 hartree
* multiplicity: 2
* ⟨S²⟩: 0.758
* relative energy (zero: lowest compared OMol25 entry of this formula, charge and spin): 44.9 kJ/mol
* LUMO (spin up / spin down): -0.7 / -0.9 eV

4.
Density functional theory data (ωB97M-V/def2-TZVPD) for C3H2Cl2O in the gas phase.

Structure (XYZ):
```
8
Properties=species:S:1:pos:R:3
O 2.059 -0.721 2.099
C 1.525 -0.843 1.060
C 0.152 -0.159 1.085
C -0.477 0.044 -0.079
Cl -1.741 1.289 -0.291
Cl 0.263 -0.508 -1.567
H 1.780 -1.609 0.144
H -0.317 -0.143 2.260
```

Computed properties:
* HOMO: -10.072 eV
* Kohn-Sham gap: 0.361 hartree
* multiplicity: 1
* relative energy (zero: lowest compared OMol25 entry of this formula, charge and spin): 195.2 kJ/mol
* structure (SMILES): O=CC=C(Cl)Cl
* LUMO: -0.3 eV

Table of max |F| (eV/Å), in record order: 4.45 6.18 2.33 4.17